This record from OMol25 describes C16H9Br2MgNO2 as an isolated structure. The level of theory is wB97M-V/def2-TZVPD.

The gap between HOMO and LUMO is 7.7 eV. Its largest force on an atom is 0.307 eV/Å. The total energy is -6168.57518 hartree. As for the spin multiplicity: 1. Its relative energy (zero: lowest compared OMol25 entry of this formula, charge and spin) is 4.3 kcal per mole.

Each line ends with the Löwdin charge.
CARTESIAN COORDINATES (ANGSTROEM)
Mg 0.01 -1.00 0.51  0.711
Br -3.36 0.13 -0.61  0.831
C -2.97 -1.72 -0.64  -0.712
C -3.93 -2.60 -1.12  -0.096
C -3.65 -3.95 -1.06  -0.026
C -2.44 -4.37 -0.52  0.019
C -1.54 -3.42 -0.09  -0.157
N -1.80 -2.10 -0.16  0.026
C -0.19 -3.82 0.52  -0.598
O 0.05 -5.01 0.63  0.083
O 0.53 -2.83 0.87  -0.152
H -4.87 -2.23 -1.50  0.104
H -4.37 -4.67 -1.42  0.118
H -2.16 -5.41 -0.43  0.126
Br 2.15 -0.49 2.25  0.874
C 2.34 1.30 1.61  -0.572
C 3.28 2.07 2.23  -0.136
C 3.51 3.39 1.78  -0.081
C 2.81 3.87 0.72  -0.039
C 1.84 3.07 0.07  -0.170
C 1.14 3.58 -1.06  -0.044
C 0.23 2.80 -1.70  -0.085
C -0.06 1.50 -1.22  -0.180
C 0.55 0.94 -0.12  -0.169
C 1.55 1.75 0.51  -0.240
H 3.85 1.67 3.06  0.096
H 4.25 4.00 2.28  0.104
H 2.98 4.87 0.35  0.111
H 1.36 4.58 -1.40  0.110
H -0.30 3.18 -2.57  0.101
H -0.81 0.94 -1.77  0.043


This record from OMol25 describes C16H9CaClIN2O5 as an isolated structure. The level of theory is wB97M-V/def2-TZVPD.

The gap between HOMO and LUMO is 5.4 eV. Its largest force on an atom is 0.387 eV/Å. The total energy is -2536.31933 hartree. Its net charge is +1. As for the spin multiplicity: 1. Its relative energy (zero: lowest compared OMol25 entry of this formula, charge and spin) is 0.0 kcal per mole.

Each line ends with the Löwdin charge.
CARTESIAN COORDINATES (ANGSTROEM)
Ca 0.25 0.47 -0.89  1.545
O 3.91 1.97 1.25  0.185
C 3.04 1.44 0.43  -0.440
O 1.96 1.93 0.16  0.033
C 3.48 0.12 -0.15  -0.151
C 4.71 -0.47 0.10  0.058
C 4.97 -1.69 -0.50  0.014
C 4.00 -2.28 -1.30  0.043
C 2.80 -1.62 -1.48  -0.149
N 2.55 -0.44 -0.92  0.086
C 1.61 -2.11 -2.29  -0.429
O 1.67 -3.29 -2.88  0.201
O 0.62 -1.43 -2.39  0.030
H 3.56 2.81 1.60  0.164
H 5.43 0.02 0.73  0.136
H 5.91 -2.19 -0.34  0.132
H 4.20 -3.24 -1.76  0.127
H 2.48 -3.77 -2.71  0.124
Cl -6.12 0.71 2.48  0.711
C -4.49 0.38 1.98  -0.611
C -3.72 -0.49 2.71  -0.163
C -2.40 -0.76 2.33  -0.643
I -1.26 -2.09 3.47  0.919
C -1.80 -0.18 1.23  -0.471
O -0.57 -0.43 0.86  -0.355
C -2.62 0.73 0.47  -0.152
N -2.04 1.31 -0.63  -0.019
C -2.75 2.15 -1.36  -0.133
C -4.07 2.49 -1.06  -0.039
C -4.67 1.93 0.03  -0.002
C -3.95 1.02 0.84  -0.167
H -4.14 -0.96 3.58  0.098
H -2.26 2.59 -2.22  0.110
H -4.60 3.19 -1.69  0.112
H -5.69 2.17 0.30  0.098